(1)
C32H26CrIN6O6 | the ωB97M-V functional and the def2-TZVPD basis

```
! RIJCOSX wB97M-V def2-TZVPD def2/J DEFGRID3
* xyz -1 5
Cr -0.053 -1.070 0.219
O -0.675 1.924 -3.122
C 0.603 2.296 -3.325
C 0.843 3.326 -4.236
C 2.136 3.747 -4.494
C 3.213 3.147 -3.848
C 2.973 2.134 -2.928
C 1.682 1.700 -2.640
C 1.406 0.702 -1.564
O 0.236 0.089 -1.587
N 2.274 0.524 -0.633
N 1.754 -0.406 0.282
C 2.341 -0.397 1.587
C 1.975 -1.751 2.150
C 2.734 -2.457 3.072
C 2.294 -3.686 3.496
C 1.118 -4.191 2.975
C 0.420 -3.431 2.055
N 0.828 -2.234 1.666
H -0.648 1.154 -2.488
H -0.008 3.783 -4.731
H 2.305 4.549 -5.206
H 4.228 3.466 -4.059
H 3.791 1.657 -2.398
H 3.426 -0.259 1.521
H 3.654 -2.028 3.445
H 2.862 -4.251 4.227
H 0.741 -5.162 3.265
H -0.491 -3.793 1.597
N -2.290 -3.193 -0.994
C -2.687 -2.678 0.187
C -3.971 -3.039 0.682
C -4.385 -2.569 1.886
C -3.530 -1.738 2.636
C -2.316 -1.417 2.093
N -1.889 -1.850 0.888
C -1.062 -3.177 -1.690
C -1.031 -3.781 -2.928
C 0.158 -3.877 -3.647
C 1.335 -3.320 -3.038
C 1.243 -2.727 -1.829
N 0.061 -2.624 -1.096
H -3.019 -3.661 -1.497
H -4.599 -3.698 0.092
H -5.362 -2.845 2.268
H -3.814 -1.342 3.601
H -1.626 -0.765 2.620
H -1.954 -4.195 -3.328
H 0.186 -4.348 -4.621
H 2.296 -3.349 -3.537
H 2.108 -2.273 -1.360
I -2.753 7.312 2.059
C -2.327 5.324 1.540
C -1.328 4.649 2.220
C -1.054 3.329 1.871
C -1.772 2.705 0.862
C -2.764 3.402 0.188
C -3.050 4.722 0.522
C -1.479 1.269 0.498
O -2.169 0.687 -0.333
O -0.473 0.749 1.132
H -0.773 5.137 3.010
H -0.277 2.771 2.385
H -3.295 2.892 -0.606
H -3.821 5.269 -0.004
C 2.517 2.476 1.265
O 2.071 1.928 2.516
C 1.820 0.624 2.659
O 1.243 0.252 3.654
H 2.852 3.483 1.499
H 1.697 2.505 0.552
H 3.325 1.897 0.826
*
```

Its total energy is -3357.323603 Eh. The frontier orbital gap (alpha / beta) comes out at 3.92 / 6.11 eV. The calculation puts the HOMO energy (alpha / beta) at -1.74 / -3.92 eV. The value obtained for the energy above the lowest of the compared OMol25 structures with the same formula, charge and spin is 13.70 kcal per mole. The calculation puts the strongest force on any atom at 2.5 eV Å⁻¹.



(2)
C32H26F10N7OPSeV | the ωB97M-V functional and the def2-TZVPD basis

```
! RIJCOSX wB97M-V def2-TZVPD def2/J DEFGRID3
* xyz 1 3
V 0.771 -0.075 1.533
C 3.058 -1.661 5.385
C 1.794 -1.611 4.583
C 1.485 -2.612 3.662
C 0.330 -2.557 2.890
C -0.076 -3.697 2.000
C -0.515 -1.441 3.030
C -0.252 -0.437 3.988
C -1.201 0.703 4.219
C 0.915 -0.540 4.739
H 3.690 -0.805 5.144
H 3.621 -2.571 5.191
H 2.835 -1.614 6.451
H 2.153 -3.460 3.559
H -0.540 -3.348 1.076
H -0.811 -4.316 2.519
H 0.767 -4.339 1.750
H -1.456 -1.420 2.485
H -1.702 0.567 5.180
H -1.966 0.762 3.450
H -0.667 1.653 4.264
H 1.150 0.239 5.455
F -3.498 0.668 -3.243
C -3.986 0.320 -2.061
C -5.089 -0.441 -2.008
F -5.663 -0.812 -3.139
C -5.674 -0.905 -0.758
C -4.963 -0.451 0.430
C -3.858 0.301 0.368
F -3.319 0.729 1.516
C -3.251 0.737 -0.877
C -2.130 1.493 -0.931
C -1.192 1.752 0.208
N -0.616 0.848 0.845
C -1.636 2.090 -2.135
N -1.171 2.532 -3.088
F -5.451 -0.763 1.621
C -6.782 -1.686 -0.700
C -7.502 -2.135 -1.855
N -8.130 -2.538 -2.727
C -7.351 -2.165 0.525
N -7.858 -2.548 1.482
Se -0.719 3.605 0.606
C -2.366 4.282 0.119
N -3.398 4.662 -0.217
C 2.352 2.913 -2.449
C 3.198 1.732 -2.900
N 2.567 0.940 -3.950
C 2.497 1.511 -5.302
C 1.114 2.009 -5.683
C 2.088 -0.307 -3.787
O 1.598 -0.979 -4.677
C 2.206 -0.947 -2.420
C 3.080 -2.005 -2.213
C 3.102 -2.637 -0.981
C 2.232 -2.203 -0.004
N 1.391 -1.177 -0.186
C 1.375 -0.563 -1.380
H 2.839 3.430 -1.621
H 1.363 2.585 -2.121
H 2.204 3.631 -3.255
H 3.420 1.084 -2.052
H 4.161 2.082 -3.278
H 2.821 0.737 -5.999
H 3.229 2.319 -5.338
H 0.393 1.193 -5.655
H 1.134 2.405 -6.699
H 0.766 2.796 -5.016
H 3.737 -2.324 -3.013
H 3.779 -3.453 -0.775
H 2.225 -2.657 0.977
H 0.692 0.269 -1.497
F 2.132 1.397 0.710
P 3.048 1.606 2.136
F 3.105 3.144 1.910
F 3.739 1.582 3.533
F 2.744 -0.110 2.272
F 1.550 1.723 2.853
F 4.344 1.279 1.328
*
```

Its total energy is -6378.915094 Eh. The frontier orbital gap (alpha / beta) comes out at 6.37 / 6.33 eV. The calculation puts the HOMO energy (alpha / beta) at -11.85 / -11.86 eV. The value obtained for the energy above the lowest of the compared OMol25 structures with the same formula, charge and spin is 8.52 kcal per mole. The calculation puts the strongest force on any atom at 0.6 eV Å⁻¹.



(3)
C32H26F3I2MnN3O6PS2 | the ωB97M-V functional and the def2-TZVPD basis

```
! RIJCOSX wB97M-V def2-TZVPD def2/J DEFGRID3
* xyz -1 2
Mn 0.615 -1.298 0.135
I -3.359 -4.586 -0.775
C -3.398 -3.019 0.638
C -4.539 -2.731 1.361
C -4.501 -1.755 2.331
I -6.257 -1.426 3.485
C -3.329 -1.032 2.608
C -3.191 -0.025 3.583
C -1.979 0.598 3.746
C -0.900 0.233 2.937
N -0.996 -0.690 2.001
C -2.172 -1.331 1.840
C -2.181 -2.359 0.833
O -1.112 -2.658 0.203
H -5.443 -3.292 1.173
H -4.037 0.251 4.196
H -1.853 1.378 4.481
H 0.068 0.687 3.078
O 2.479 -0.108 3.403
C 2.332 0.284 2.251
O 2.147 -0.440 1.220
C 2.412 1.779 1.969
C 3.178 2.546 2.839
C 3.376 3.892 2.610
C 2.853 4.469 1.464
C 2.101 3.710 0.585
C 1.819 2.370 0.849
P 0.690 1.407 -0.257
C -0.881 2.386 -0.163
C -2.026 1.621 0.042
C -3.269 2.205 0.193
C -3.399 3.579 0.090
C -2.279 4.350 -0.174
C -1.030 3.764 -0.290
C 1.363 1.968 -1.855
C 0.537 2.380 -2.895
C 1.088 2.724 -4.117
C 2.459 2.678 -4.303
C 3.285 2.261 -3.271
C 2.739 1.886 -2.059
H 3.615 2.048 3.693
H 3.948 4.487 3.308
H 3.030 5.514 1.250
H 1.759 4.162 -0.335
H -1.923 0.542 0.069
H -4.137 1.591 0.386
H -4.368 4.043 0.195
H -2.383 5.418 -0.303
H -0.182 4.394 -0.502
H -0.533 2.412 -2.760
H 0.438 3.020 -4.928
H 2.887 2.953 -5.257
H 4.356 2.220 -3.414
H 3.374 1.521 -1.263
C 0.865 -3.982 2.730
N 0.447 -4.765 1.590
C 0.920 -4.459 0.359
S 2.303 -3.513 0.187
N 0.344 -5.050 -0.694
C 0.705 -4.692 -2.046
H 0.319 -4.313 3.609
H 0.684 -2.906 2.555
H 1.934 -4.117 2.889
H -0.497 -5.127 1.623
H -0.593 -5.414 -0.571
H 0.949 -3.627 -2.103
H -0.134 -4.876 -2.711
H 1.578 -5.263 -2.369
F 1.290 -1.258 -5.686
C 1.571 -1.467 -4.394
F 2.573 -0.653 -4.063
F 2.019 -2.722 -4.288
S 0.046 -1.224 -3.341
O -0.709 -2.418 -3.588
O -0.526 0.002 -3.815
O 0.624 -1.140 -1.995
*
```

Its total energy is -5034.609546 Eh. The frontier orbital gap (alpha / beta) comes out at 7.22 / 7.16 eV. The calculation puts the HOMO energy (alpha / beta) at -5.32 / -5.26 eV. The value obtained for the energy above the lowest of the compared OMol25 structures with the same formula, charge and spin is 47.15 kcal per mole. The calculation puts the strongest force on any atom at 1.2 eV Å⁻¹.



(4)
C32H26F6O20 | the ωB97M-V functional and the def2-TZVPD basis

```
! RIJCOSX wB97M-V def2-TZVPD def2/J DEFGRID3
* xyz 0 1
O 6.563 2.701 -2.517
C 5.674 2.712 -1.692
C 5.932 2.999 -0.258
C 7.158 3.555 0.096
C 7.376 3.992 1.393
C 6.403 3.776 2.361
C 5.182 3.220 2.019
C 4.915 2.894 0.693
C 3.525 2.533 0.304
O 2.641 2.455 1.126
C 3.247 2.356 -1.156
C 1.929 2.196 -1.539
C 1.618 2.082 -2.883
C 2.611 2.224 -3.856
C 3.922 2.372 -3.449
C 4.262 2.490 -2.106
H 7.972 3.535 -0.617
H 8.274 4.528 1.671
H 6.576 4.101 3.380
H 4.362 3.151 2.722
H 1.139 2.134 -0.807
H 0.600 1.952 -3.238
H 2.380 2.103 -4.905
H 4.724 2.391 -4.179
O -3.283 1.860 0.535
C -2.771 2.384 -0.395
O -1.499 2.819 -0.458
C -1.355 3.597 -1.634
C -2.440 3.021 -2.523
F -1.951 1.921 -3.187
O -3.394 2.609 -1.592
H -1.468 4.663 -1.421
H -0.367 3.510 -2.087
H -2.880 3.708 -3.237
O -2.401 5.170 1.665
C -1.891 4.523 2.512
O -0.684 3.914 2.364
C -0.493 3.022 3.441
C -1.528 3.487 4.463
F -0.918 4.369 5.346
O -2.433 4.234 3.719
H -0.652 2.000 3.102
H 0.467 3.075 3.956
H -1.924 2.696 5.093
O -1.066 0.247 -6.504
C -0.980 -0.763 -5.900
O 0.074 -1.605 -5.928
C -0.353 -2.855 -5.355
C -1.394 -2.361 -4.382
F -0.730 -1.858 -3.287
O -1.951 -1.274 -5.072
H -0.722 -3.451 -6.192
H 0.446 -3.399 -4.860
H -2.196 -3.023 -4.073
O -0.204 -3.610 1.724
C -0.547 -2.569 1.278
O -1.131 -1.574 1.947
C -1.279 -0.438 1.095
C -0.698 -0.907 -0.246
F 0.502 -0.236 -0.444
O -0.421 -2.248 -0.045
H -2.342 -0.246 0.993
H -0.684 0.375 1.493
H -1.295 -0.672 -1.120
O -4.015 -2.332 1.626
C -5.046 -2.739 1.213
O -5.906 -3.485 1.924
C -7.042 -3.830 1.116
C -6.634 -3.356 -0.270
F -7.638 -2.602 -0.824
O -5.520 -2.541 -0.052
H -7.194 -4.908 1.174
H -7.918 -3.361 1.558
H -6.382 -4.132 -0.990
O 2.090 -9.125 3.768
C 1.375 -8.185 3.764
O 0.066 -8.203 3.436
C -0.418 -6.861 3.333
C 0.759 -5.997 3.762
F 0.479 -5.229 4.847
O 1.762 -6.919 4.095
H -0.721 -6.686 2.300
H -1.322 -6.724 3.924
H 1.078 -5.352 2.946
*
```

Its total energy is -3339.129593 Eh. The frontier orbital gap comes out at 8.83 eV. The calculation puts the HOMO energy at -9.85 eV. The value obtained for the energy above the lowest of the compared OMol25 structures with the same formula, charge and spin is 1.74 kcal per mole. The calculation puts the strongest force on any atom at 1.4 eV Å⁻¹.



(5)
C32H26N9O8P2SeZr | the ωB97M-V functional and the def2-TZVPD basis

```
! RIJCOSX wB97M-V def2-TZVPD def2/J DEFGRID3
* xyz 1 1
Zr -0.100 -0.288 0.127
O 1.542 -0.277 2.264
P 0.133 -1.015 2.734
O 0.092 -1.264 4.159
O -0.863 -0.171 1.948
O 0.320 -2.344 1.790
P -1.030 -2.803 0.917
O -0.635 -4.304 0.598
O -2.254 -2.605 1.680
O -0.836 -2.036 -0.391
H 2.200 -0.340 2.962
H -1.185 -4.907 1.098
C 7.755 11.219 -1.654
O 6.406 11.147 -1.246
C 5.800 9.951 -1.168
C 4.454 9.980 -0.778
C 3.725 8.826 -0.657
C 4.315 7.585 -0.922
C 5.656 7.555 -1.318
C 6.390 8.715 -1.441
C 3.605 6.340 -0.792
N 4.129 5.155 -1.036
C 3.166 4.250 -0.761
C 1.997 4.902 -0.338
N 2.303 6.231 -0.368
C 0.846 4.198 0.080
C -0.333 4.796 0.559
C -1.337 3.993 1.044
C -1.174 2.603 1.006
N -0.103 2.007 0.500
C 0.917 2.775 0.064
C 2.132 2.096 -0.322
N 2.179 0.756 -0.136
C 3.353 0.165 -0.303
C 4.499 0.802 -0.792
C 4.452 2.150 -1.053
C 3.265 2.833 -0.752
H 8.001 12.279 -1.662
H 7.890 10.808 -2.658
H 8.415 10.700 -0.954
H 4.015 10.942 -0.579
H 2.690 8.899 -0.362
H 6.105 6.596 -1.528
H 7.420 8.652 -1.750
H 1.701 6.992 -0.102
H -0.427 5.871 0.564
H -2.247 4.408 1.454
H -1.950 1.964 1.416
H 3.420 -0.875 -0.019
H 5.401 0.228 -0.944
H 5.297 2.707 -1.431
N -0.926 0.105 -3.947
C -0.561 0.886 -2.920
N 0.271 0.212 -2.129
C 0.389 -1.007 -2.759
N -0.335 -1.080 -3.852
C 1.227 -2.070 -2.229
C 1.648 -3.158 -3.003
N 2.374 -4.127 -2.483
C 2.672 -4.044 -1.196
C 2.283 -2.955 -0.422
N 1.576 -1.952 -0.937
H -1.609 0.271 -4.675
H -0.873 1.907 -2.778
H 1.382 -3.224 -4.050
H 3.242 -4.861 -0.773
H 2.540 -2.889 0.630
Se -2.461 0.337 -0.855
C -3.845 0.824 0.445
C -4.481 2.054 0.313
C -5.469 2.417 1.209
C -5.822 1.553 2.235
C -5.172 0.337 2.370
C -4.179 -0.039 1.477
H -4.195 2.702 -0.504
H -5.963 3.373 1.103
H -6.615 1.820 2.918
H -5.441 -0.328 3.178
H -3.669 -0.987 1.581
*
```

Its total energy is -5461.234526 Eh. The frontier orbital gap comes out at 6.56 eV. The calculation puts the HOMO energy at -9.96 eV. The value obtained for the energy above the lowest of the compared OMol25 structures with the same formula, charge and spin is 72.15 kcal per mole. The calculation puts the strongest force on any atom at 4.4 eV Å⁻¹.



(6)
C32H26NPRuS5 | the ωB97M-V functional and the def2-TZVPD basis

```
! RIJCOSX wB97M-V def2-TZVPD def2/J DEFGRID3
* xyz 2 5
Ru -0.141 0.045 0.433
C -0.696 2.726 -2.870
C 0.003 3.842 -2.422
C 0.727 3.790 -1.231
C 0.736 2.623 -0.487
C 0.010 1.510 -0.924
C -0.699 1.553 -2.119
C 1.495 2.417 0.749
C 2.450 3.303 1.253
C 3.201 2.933 2.326
C 3.010 1.682 2.955
C 3.809 1.266 4.048
C 3.585 0.066 4.650
C 2.526 -0.753 4.195
C 1.746 -0.374 3.137
C 1.994 0.843 2.476
N 1.257 1.236 1.351
H -1.244 2.767 -3.807
H -0.011 4.758 -3.005
H 1.274 4.667 -0.897
H -1.245 0.690 -2.481
H 2.598 4.261 0.771
H 3.966 3.602 2.709
H 4.601 1.925 4.401
H 4.205 -0.255 5.482
H 2.322 -1.690 4.701
H 0.931 -0.995 2.825
C 3.134 -4.152 -1.928
S 3.384 -4.787 -0.254
C 2.022 -4.370 0.681
C 1.143 -3.247 0.631
S 1.268 -1.907 -0.396
S -0.079 -3.254 1.835
C 0.447 -4.640 2.743
S -0.225 -5.108 4.114
S 1.776 -5.457 1.983
H 4.040 -4.463 -2.448
H 3.054 -3.072 -1.958
H 2.269 -4.633 -2.383
C -2.671 0.013 3.688
P -2.053 0.023 1.991
C -2.803 -1.317 1.060
C -3.729 -2.234 1.524
C -4.169 -3.256 0.679
C -3.682 -3.359 -0.618
C -2.740 -2.451 -1.092
C -2.312 -1.447 -0.243
C -2.753 1.526 1.268
C -3.848 1.521 0.407
C -4.334 2.723 -0.093
C -3.733 3.924 0.265
C -2.640 3.931 1.124
C -2.146 2.735 1.618
H -3.754 0.100 3.642
H -2.265 0.872 4.216
H -2.379 -0.895 4.213
H -4.113 -2.167 2.538
H -4.899 -3.975 1.040
H -4.035 -4.152 -1.271
H -2.352 -2.532 -2.104
H -1.612 -0.722 -0.677
H -4.330 0.590 0.128
H -5.188 2.720 -0.759
H -4.123 4.861 -0.122
H -2.174 4.869 1.407
H -1.285 2.743 2.284
*
```

Its total energy is -3716.364343 Eh. The frontier orbital gap (alpha / beta) comes out at 7.17 / 5.79 eV. The calculation puts the HOMO energy (alpha / beta) at -13.26 / -13.99 eV. The value obtained for the energy above the lowest of the compared OMol25 structures with the same formula, charge and spin is 0.00 kcal per mole. The calculation puts the strongest force on any atom at 1.1 eV Å⁻¹.